Molecular formula: C7H10N2OS
Method: DFT, ωB97M-V/def2-TZVPD

Output
E: -23279.6642 eV
Kohn-Sham gap: 8.54 eV
highest occupied orbital energy: -0.3039 Ha

Bonds (Å) are listed after each position.
Cartesian coordinates (Å):
1 C 4.16135 0.21996 0.59570  N8 1.186, H12 1.084
2 C 1.11262 -1.24086 0.08068  C3 1.547, N9 1.390, O10 1.215
3 C -0.34043 -1.33368 0.60464  C2 1.547, C4 1.522, H13 1.024, H14 1.062
4 C -1.20880 -1.04149 -0.61051  C3 1.522, C5 1.510, H15 1.105, H16 1.027
5 C -0.85719 0.25005 -1.30860  C4 1.510, C6 1.548, H17 1.027, H18 1.170
6 C -0.94868 1.52359 -0.43261  C5 1.548, C7 1.522, S11 1.591
7 C -1.81357 1.45921 0.81844  C6 1.522, H19 1.057, H20 1.039, H21 1.063
8 N 3.04920 -0.18902 0.64918  C1 1.186, N9 1.229
9 N 1.83043 -0.27661 0.77885  C2 1.390, N8 1.229
10 O 1.67921 -1.81028 -0.83049  C2 1.215
11 S -0.28186 2.89277 -0.89276  C6 1.591
12 H 5.24299 0.27272 0.54637  C1 1.084
13 H -0.34025 -2.28059 0.99515  C3 1.024
14 H -0.27470 -0.59971 1.36948  C3 1.062
15 H -1.23909 -1.88899 -1.31964  C4 1.105
16 H -2.20728 -0.88715 -0.42490  C4 1.027
17 H 0.07262 0.20334 -1.74309  C5 1.027
18 H -1.60479 0.52254 -2.16669  C5 1.170
19 H -1.36826 0.94786 1.62934  C7 1.057
20 H -2.56490 0.87130 0.40623  C7 1.039
21 H -2.09865 2.38505 1.25523  C7 1.063